(1)
{
  "formula": "H24O12",
  "method": "ωB97M-V/def2-TZVPD",
  "e_above_lowest_kj_mol": 587.1,
  "lumo_energy_ev": -0.323,
  "total_charge": 0,
  "orbital_gap_ev": 10.52,
  "smiles": "O.O.O.O.O.O.O.O.O.O.O.O",
  "symbols": ["O", "H", "H", "O", "H", "H", "O", "H", "H", "O", "H", "H", "O", "H", "H", "O", "H", "H", "O", "H", "H", "O", "H", "H", "O", "H", "H", "O", "H", "H", "O", "H", "H", "O", "H", "H"],
  "positions_angstrom": [[-0.7958, -0.6636, 0.1265], [-0.5419, 0.1865, -0.3475], [0.0594, -0.9658, 0.4022], [-0.6642, -2.5105, 3.2281], [0.0385, -1.8349, 2.8927], [-1.0910, -2.6891, 2.4257], [2.1008, -2.7610, 1.1395], [1.8471, -1.9020, 0.8021], [1.7831, -3.4629, 0.5404], [3.6677, 1.2716, -0.7050], [3.3110, 2.0838, -0.4405], [4.5302, 1.0658, -0.1816], [-2.9502, -0.3172, -0.0737], [-3.8640, -0.3497, -0.0536], [-2.9226, -0.2158, -1.0585], [1.3059, 2.7740, -3.1422], [1.2258, 2.7274, -4.0462], [0.7153, 2.1310, -2.7498], [0.1778, 1.0788, -3.8458], [0.4281, 0.1663, -4.1143], [0.0951, 1.4615, -4.7064], [4.5227, -2.1810, 1.1140], [5.2918, -1.5077, 1.1361], [3.7183, -1.8823, 1.5589], [-4.1863, -2.5226, 2.8558], [-3.6823, -1.9494, 2.2765], [-4.9029, -1.9572, 3.1665], [-1.3112, 3.0857, 2.8174], [-1.9285, 2.4690, 3.1405], [-0.6634, 3.4573, 3.4834], [-0.1254, 4.5606, -0.7283], [-1.0515, 4.4897, -0.3512], [-0.0827, 3.8357, -1.2705], [-1.7184, -1.8996, -2.5002], [-0.7774, -1.7651, -2.5100], [-1.7235, -2.9140, -2.2834]],
  "forces_ev_per_a": [[1.8, 1.5, -1.0], [-0.8, -1.4, 0.9], [0.9, -0.4, 0.3], [3.0, 2.5, 0.6], [-1.7, -1.8, 1.2], [-1.3, -0.7, -1.8], [-0.9, -0.7, 0.2], [-0.1, -0.1, -0.6], [0.2, 0.8, 0.3], [2.9, -3.0, 0.5], [-0.4, 2.0, 0.8], [-2.6, 1.0, -1.3], [0.5, 0.6, -2.0], [-3.4, -0.1, 1.0], [1.0, -0.4, 0.9], [1.8, 3.1, 4.5], [-0.1, -0.1, -2.5], [0.5, 0.3, -0.4], [-1.4, -4.6, -1.3], [-0.3, 0.5, 0.6], [-0.5, 0.7, -0.8], [2.6, 1.4, -0.3], [-2.4, -1.5, 0.3], [0.7, 0.1, 0.0], [-0.3, 0.1, 0.1], [0.3, 0.1, -0.2], [0.1, -0.1, 0.0], [2.4, 2.2, -0.5], [-0.7, -1.0, 1.3], [-1.7, -1.2, -0.9], [-2.2, 2.5, 2.8], [1.7, 0.3, -0.4], [0.5, -2.7, -2.4], [-0.4, -3.4, 0.3], [0.7, 0.5, 0.1], [-0.4, 2.9, -0.5]],
  "nbo_charge": [-0.9086, 0.4703, 0.4365, -0.9191, 0.4596, 0.4597, -0.9442, 0.4608, 0.4930, -0.9512, 0.4767, 0.4747, -0.9200, 0.4478, 0.4719, -0.9454, 0.4479, 0.4836, -0.9365, 0.4797, 0.4712, -0.9604, 0.4652, 0.4865, -0.9359, 0.4713, 0.4647, -0.9644, 0.4790, 0.4858, -0.9276, 0.4665, 0.4602, -0.9329, 0.4606, 0.4731]
}

(2)
{
  "formula": "H24O12",
  "method": "ωB97M-V/def2-TZVPD",
  "e_above_lowest_kj_mol": 459.8,
  "lumo_energy_ev": -0.487,
  "total_charge": 0,
  "orbital_gap_ev": 9.82,
  "smiles": "O.O.O.O.O.O.O.O.O.O.O.O",
  "symbols": ["O", "H", "H", "O", "H", "H", "O", "H", "H", "O", "H", "H", "O", "H", "H", "O", "H", "H", "O", "H", "H", "O", "H", "H", "O", "H", "H", "O", "H", "H", "O", "H", "H", "O", "H", "H"],
  "positions_angstrom": [[0.1366, -0.3408, -1.9760], [0.1175, -1.1539, -1.4588], [-0.1255, 0.3423, -1.3487], [-0.6116, -1.7899, -0.0481], [-0.6133, -2.4533, -0.7472], [-1.2054, -1.1042, -0.3740], [-1.5421, 1.9007, 2.8280], [-0.7071, 1.4573, 2.6402], [-1.3600, 2.8298, 2.6473], [-3.2451, -1.2624, -2.0223], [-3.2710, -0.5661, -2.6882], [-2.4737, -1.7880, -2.2624], [-0.9087, 3.9661, -1.0689], [-1.4343, 4.4566, -0.4269], [-0.4365, 3.3154, -0.5372], [1.7207, 1.5982, 2.6022], [2.0473, 1.3540, 3.4755], [1.3338, 0.7843, 2.2604], [-3.7776, -2.7790, 0.5887], [-4.1852, -3.1077, 1.3979], [-2.8498, -2.6646, 0.8232], [4.1794, -0.2700, 1.2530], [4.8651, -0.7833, 0.8110], [3.8058, 0.2754, 0.5516], [1.3093, 3.3872, -2.8668], [1.7991, 3.5830, -2.0600], [0.4932, 2.9817, -2.5530], [4.0369, -3.6377, -0.6651], [3.3684, -3.1909, -1.1966], [4.8636, -3.2160, -0.9252], [1.4253, -0.8771, -0.0140], [1.9173, -0.6160, -0.8007], [0.6791, -0.2674, 0.0090], [-3.0344, -0.3491, 1.0719], [-2.5496, -0.2819, 1.9022], [-3.7677, 0.2674, 1.1780]],
  "forces_ev_per_a": [[-0.5, 0.9, -1.9], [0.3, 0.4, -0.2], [-0.2, 0.1, -0.6], [-2.1, -1.3, 0.4], [-0.3, -0.5, 0.4], [-1.1, -0.3, 0.3], [0.0, 0.0, -0.2], [0.1, 0.2, 0.2], [0.0, -0.1, 0.1], [0.2, 0.1, -0.1], [0.0, 0.0, 0.0], [-0.2, 0.0, -0.1], [0.0, -0.1, 0.3], [0.0, 0.0, -0.1], [-0.1, 0.1, 0.1], [-0.5, 0.0, 0.0], [0.1, 0.0, -0.1], [0.4, -0.2, -0.1], [-0.2, -0.9, 0.1], [0.0, 0.0, -0.1], [-0.1, 0.2, -0.1], [0.3, 0.1, -0.2], [-0.1, 0.0, 0.1], [-0.1, 0.0, 0.2], [0.2, -0.3, 0.1], [0.0, 0.1, -0.1], [0.0, 0.2, -0.2], [0.1, 0.2, -0.2], [0.0, -0.1, 0.1], [0.0, -0.1, 0.0], [2.5, 0.9, 1.1], [0.1, 0.2, 0.2], [0.8, -0.5, 0.3], [0.5, 0.5, 0.2], [-0.1, 0.2, 0.0], [0.1, -0.1, -0.1]],
  "nbo_charge": [-0.9445, 0.4752, 0.4399, -0.9250, 0.4678, 0.4889, -0.9469, 0.4711, 0.4729, -0.9237, 0.4688, 0.4569, -0.9371, 0.4781, 0.4587, -0.9494, 0.4828, 0.4693, -0.9305, 0.4580, 0.4712, -0.9283, 0.4632, 0.4650, -0.9285, 0.4611, 0.4683, -0.9283, 0.4661, 0.4628, -0.9174, 0.4689, 0.4428, -0.9462, 0.4686, 0.4794]
}

(3)
{
  "formula": "H24O12",
  "method": "ωB97M-V/def2-TZVPD",
  "s2": 0.7582,
  "e_above_lowest_kj_mol": 126.9,
  "multiplicity": 2,
  "lumo_energy_ev": [-3.167, -10.187],
  "total_charge": 1,
  "orbital_gap_ev": [11.12, 3.70],
  "symbols": ["O", "H", "H", "O", "H", "H", "O", "H", "H", "O", "H", "H", "O", "H", "H", "O", "H", "H", "O", "H", "H", "O", "H", "H", "O", "H", "H", "O", "H", "H", "O", "H", "H", "O", "H", "H"],
  "positions_angstrom": [[-2.2432, -1.3194, 1.7874], [-2.7085, -1.9400, 2.3483], [-1.4894, -1.0432, 2.3088], [-3.5422, 0.0817, -0.1555], [-2.8666, -0.3349, 0.3794], [-4.0969, -0.6416, -0.4478], [1.2797, 2.7048, 1.9974], [0.8134, 1.8721, 2.0711], [2.1837, 2.4953, 2.2324], [0.1663, 0.1103, -0.0085], [1.0212, -0.2140, 0.2747], [-0.3032, 0.2919, 0.8057], [-2.8078, 2.6814, 1.2704], [-2.8506, 1.7335, 1.1444], [-3.6727, 2.9183, 1.6053], [3.0915, -2.2231, -1.0351], [3.9950, -2.5034, -0.8889], [2.6039, -2.5907, -0.2980], [-0.2734, -0.9203, -3.1764], [-0.7116, -0.2715, -2.6257], [0.6431, -0.8881, -2.9022], [2.4206, -0.5430, 1.1827], [3.0232, -0.1499, 0.5514], [2.6811, -0.1724, 2.0260], [2.4684, -0.0118, -2.7870], [2.3810, -0.6220, -2.0547], [3.2917, -0.2588, -3.2083], [-0.8868, 0.8956, 2.6610], [-1.2903, 1.7432, 2.4735], [-1.1620, 0.6913, 3.5547], [-1.0533, -2.5582, -1.1189], [-0.6277, -2.3896, -1.9596], [-1.0485, -1.7111, -0.6733], [0.6598, 2.0000, -2.2413], [1.1627, 1.2919, -2.6437], [-0.2517, 1.7957, -2.4499]],
  "forces_ev_per_a": [[0.3, -0.3, 0.0], [-0.3, -0.3, 0.0], [0.1, 0.2, 0.1], [0.1, 0.6, -0.5], [0.0, -0.5, 0.4], [-0.2, -0.1, -0.1], [0.1, 0.1, -0.3], [-0.2, -0.2, 0.3], [0.3, 0.2, 0.1], [-1.2, -0.1, -2.0], [1.3, -0.2, 0.8], [-0.5, 0.5, 0.9], [0.7, 0.1, 0.3], [-0.5, -0.3, -0.4], [-0.3, 0.1, 0.1], [-0.2, 0.4, -0.2], [0.3, -0.1, -0.1], [-0.2, -0.2, 0.3], [-0.2, -0.2, -0.2], [-0.4, 0.0, 0.2], [0.5, 0.1, -0.4], [-0.1, -0.2, -0.1], [0.5, 0.0, -0.3], [0.0, 0.1, 0.4], [-0.6, 0.4, 0.0], [0.5, -0.6, 0.5], [0.2, 0.0, -0.3], [0.6, -0.4, -0.2], [-0.5, 0.9, -0.2], [0.0, 0.0, 0.4], [-0.1, -0.7, 0.8], [0.1, 0.2, -0.8], [-0.2, 0.5, 0.3], [-0.2, 0.7, 1.0], [1.3, -1.0, -0.6], [-0.9, 0.2, -0.1]],
  "lowdin_spin": [0.0003, 0.0000, -0.0001, 0.0074, -0.0004, -0.0002, 0.0066, -0.0005, 0.0000, 0.3217, 0.0013, 0.0028, 0.0000, 0.0000, 0.0000, -0.0004, 0.0000, -0.0002, 0.0074, -0.0009, -0.0002, -0.0017, 0.0000, -0.0001, -0.0022, -0.0002, 0.0000, -0.0004, 0.0000, 0.0000, 0.2158, 0.0021, -0.0033, 0.4397, 0.0039, 0.0018]
}

(4)
{
  "formula": "H25O12",
  "method": "ωB97M-V/def2-TZVPD",
  "e_above_lowest_kj_mol": 454.6,
  "lumo_energy_ev": -2.884,
  "total_charge": 1,
  "orbital_gap_ev": 10.46,
  "symbols": ["O", "H", "H", "O", "H", "H", "O", "H", "O", "H", "H", "O", "H", "H", "O", "H", "H", "O", "H", "H", "O", "H", "H", "O", "H", "H", "O", "H", "H", "O", "H", "H", "O", "H", "H", "H", "H"],
  "positions_angstrom": [[-0.1687, 2.1030, -2.7165], [0.6100, 1.7128, -3.0463], [-0.3049, 2.7762, -3.2518], [0.1285, 0.3322, 4.7015], [0.5746, -0.5138, 4.7186], [0.9076, 3.3496, -2.0401], [-3.4252, -0.0418, -2.2835], [2.0627, 0.2781, -3.7170], [-2.6679, -2.8699, -0.0742], [-2.3908, -2.2246, -0.7936], [-3.6319, -2.8874, 0.1458], [0.7220, 0.0324, 0.9849], [0.9544, 0.9884, 0.5828], [1.4451, -0.5563, 0.7129], [2.5680, 1.0970, 2.3505], [3.1803, 0.3420, 2.5743], [3.0430, 1.9142, 2.2091], [1.6428, 3.5037, -1.3536], [1.0704, 4.1132, -0.7732], [-0.0962, -1.8445, 1.2988], [-1.6220, 1.0699, 1.3578], [-1.7429, 1.9280, 1.6309], [-0.1723, 0.2526, 3.7928], [1.2275, 0.3488, -3.9031], [-1.5131, 0.8660, 0.4897], [0.8530, 0.4927, -4.7868], [0.9468, -2.7997, 2.3541], [1.9594, -2.7102, 2.3037], [0.7453, -3.6156, 2.5947], [-0.9579, -1.4870, 1.3613], [-1.6863, -2.0490, 0.8374], [-0.7260, -0.5131, 1.4858], [1.3688, -1.2401, -1.3322], [0.7540, -0.7533, -1.9376], [1.5706, -2.1753, -1.5724], [-2.9336, 0.4760, -2.8082], [-4.2951, 0.3047, -2.0972]],
  "forces_ev_per_a": [[-1.1, -3.4, 4.5], [1.6, -1.5, -0.7], [-1.6, 5.1, -4.1], [-0.1, -0.4, -0.5], [0.5, -0.4, 0.8], [1.9, -0.2, 1.4], [-2.2, -3.8, 3.4], [7.6, -0.6, 0.3], [0.8, 1.1, -0.2], [-1.7, -1.1, 0.7], [1.1, 0.5, -0.8], [1.1, 3.5, -1.7], [-0.4, -3.4, 1.6], [-0.2, 0.7, -0.3], [0.5, -1.4, 0.4], [-0.6, 1.9, -0.3], [0.7, 0.0, 0.2], [-3.1, 1.6, 0.1], [1.8, -1.1, -0.8], [1.8, -1.7, 0.1], [-0.3, -3.1, 3.7], [-0.4, 3.1, 0.2], [-0.4, 0.8, -0.3], [-8.4, 0.4, -0.9], [0.2, 0.4, -4.1], [1.4, -0.3, 0.3], [4.2, 6.2, -2.0], [-2.4, -0.5, 0.3], [-1.2, -5.9, 1.8], [-2.9, -0.8, 0.1], [0.3, 0.9, 0.7], [-0.8, 0.2, -0.6], [0.0, -0.4, -0.1], [0.9, -1.3, 0.3], [-0.7, 1.4, -0.5], [2.3, 3.3, -3.0], [0.0, 0.5, -0.3]],
  "nbo_charge": [-0.9375, 0.4865, 0.4541, -0.9118, 0.4569, 0.4646, -0.9621, 0.4894, -0.9548, 0.5201, 0.5279, -0.9942, 0.5340, 0.5022, -0.9617, 0.4765, 0.4861, -0.9594, 0.4623, 0.5393, -0.9569, 0.5032, 0.4558, -0.9730, 0.4836, 0.5169, -0.9511, 0.4972, 0.4825, -0.8744, 0.5522, 0.5807, -1.0038, 0.5104, 0.4948, 0.4753, 0.4880]
}

no.,strongest force on any atom (eV Å⁻¹)
1,5.74
2,2.82
3,2.37
4,8.45